Record 1
Computed, not measured: a cluster of 15 separate species, C76H197N15O23 in total, with ωB97M-V with the def2-TZVPD basis set.

Properties
E_LUMO in eV: 0.3
Orbital gap in eV: 8.40
HOMO energy in eV: -8.0812

```
! RIJCOSX wB97M-V def2-TZVPD def2/J DEFGRID3
* xyz 0 1
C 2.6114 5.3105 0.4602
O 2.0420 5.8463 -0.7526
C 0.6305 5.6149 -0.7436
C -0.1034 6.5826 0.2256
N 0.1755 7.9317 -0.2268
C -0.5576 8.9919 0.4585
C -0.3946 9.0555 2.0140
O 0.9211 9.2994 2.3474
C 1.0710 9.3502 3.7517
H 2.4239 4.1931 0.4100
H 2.0334 5.7158 1.2921
H 3.6846 5.5381 0.5945
H 0.4497 4.5225 -0.5543
H 0.3688 5.7144 -1.7968
H 0.1659 6.3229 1.3011
H -1.1646 6.4395 0.1958
H 1.1781 8.1038 -0.1204
H -1.6309 8.8607 0.2940
H -0.2599 9.9612 0.1107
H -0.7893 8.0980 2.3479
H -1.0926 9.8775 2.3802
H 2.1376 9.3771 4.0601
H 0.6094 8.4213 4.1467
H 0.6496 10.2807 4.2250
C 8.0782 0.1817 -5.1060
O 6.8558 -0.4674 -5.2374
C 6.9561 -1.8094 -5.7437
C 7.2317 -2.8784 -4.7303
N 6.3312 -2.9070 -3.5925
C 4.9244 -3.0324 -3.8340
C 4.1091 -2.4910 -2.6072
O 4.3373 -1.0769 -2.3315
C 3.8126 -0.1845 -3.2464
H 8.0085 1.1491 -4.6285
H 8.6110 0.2352 -6.0700
H 8.7094 -0.4680 -4.4870
H 7.8064 -1.8043 -6.5448
H 6.0041 -1.9976 -6.2734
H 8.2622 -2.9072 -4.3466
H 7.1560 -3.8199 -5.2246
H 6.5906 -2.0660 -3.0938
H 4.5757 -4.0982 -3.8513
H 4.4940 -2.5963 -4.7713
H 4.4326 -3.0003 -1.7282
H 3.0201 -2.6378 -2.7490
H 4.4877 0.0383 -4.0974
H 3.4925 0.7491 -2.7904
H 2.8557 -0.5155 -3.7760
C 0.7131 6.6097 7.0131
O 1.6763 7.0019 6.0510
C 2.8951 6.4067 6.4348
C 3.9222 6.4945 5.2807
N 3.5697 5.6223 4.1409
C 3.9230 4.2170 4.3112
C 2.7312 3.3005 4.1156
O 2.3052 3.3389 2.7619
C 1.1591 2.4575 2.6469
H -0.1640 7.1946 6.8524
H 1.1758 6.7749 8.0184
H 0.4451 5.5584 6.9603
H 2.7358 5.3466 6.6977
H 3.3449 6.9475 7.2620
H 4.9242 6.2587 5.7215
H 4.0052 7.5383 4.9808
H 2.6388 5.8811 3.7593
H 4.3275 3.9764 5.2809
H 4.6224 3.9191 3.5010
H 1.8803 3.5610 4.7031
H 3.0950 2.3115 4.3726
H 0.7249 2.4080 1.6250
H 0.4156 2.9115 3.3881
H 1.4726 1.4781 3.0303
C 0.4501 -1.6490 4.3152
O -0.9471 -1.8881 4.1931
C -1.4975 -2.5190 5.3036
C -1.0103 -3.9141 5.6005
N -1.7412 -4.4615 6.7562
C -1.3003 -5.8510 7.0445
C -1.8628 -6.9511 6.1780
O -1.3485 -6.8879 4.8416
C -1.7074 -8.0193 4.0377
H 0.8580 -1.2786 3.3456
H 1.0216 -2.5564 4.5278
H 0.6876 -0.9102 5.1354
H -2.5872 -2.5277 5.1606
H -1.3125 -1.8939 6.2245
H 0.0547 -3.8480 5.7722
H -1.1206 -4.6717 4.7832
H -1.5629 -3.9147 7.5710
H -1.6569 -6.1569 8.0788
H -0.2321 -5.9818 6.9860
H -2.9917 -6.9983 6.1557
H -1.4241 -7.8537 6.6347
H -1.4704 -7.7637 2.9659
H -2.7902 -8.1743 4.0941
H -1.1670 -8.9700 4.3261
C -3.7763 -3.7658 3.2924
O -4.7143 -4.2351 2.3362
C -5.1389 -5.5513 2.5410
C -5.7187 -6.0939 1.2241
N -6.0239 -7.4724 1.5335
C -6.5735 -8.0963 0.3550
C -6.9356 -9.4928 0.6599
O -5.7431 -10.1456 1.1377
C -6.1317 -11.4293 1.6091
H -4.2865 -3.3234 4.1326
H -3.0781 -3.0762 2.7898
H -3.1778 -4.6668 3.6662
H -5.8998 -5.5007 3.2562
H -4.3611 -6.2271 2.9394
H -4.9884 -6.0473 0.4065
H -6.5626 -5.4909 0.8764
H -5.1386 -7.9922 1.7862
H -5.8462 -7.9869 -0.4157
H -7.4601 -7.4847 0.0752
H -7.3973 -10.1109 -0.1938
H -7.6744 -9.5822 1.4675
H -6.3155 -12.1465 0.7584
H -7.0437 -11.3680 2.2107
H -5.2888 -11.9036 2.1432
C 3.8549 -3.0193 1.1696
O 4.4324 -4.2177 0.4999
C 4.5176 -5.3354 1.3857
C 4.9601 -6.5210 0.5373
N 3.8317 -6.7740 -0.4498
C 4.1971 -7.6719 -1.5205
C 2.9360 -8.1358 -2.3269
O 3.5203 -8.7643 -3.4413
C 2.7204 -9.5798 -4.2435
H 4.4211 -2.9713 2.1333
H 2.7601 -3.2526 1.3612
H 4.0042 -2.1263 0.5890
H 3.6345 -5.6061 1.9952
H 5.2745 -5.0799 2.1632
H 4.8954 -7.3860 1.2045
H 5.9735 -6.3418 0.1473
H 3.6272 -5.8607 -0.8330
H 4.5955 -8.5705 -1.0668
H 4.9665 -7.3085 -2.3021
H 2.4198 -7.2452 -2.5993
H 2.3268 -8.8093 -1.7813
H 2.1108 -10.3138 -3.6386
H 3.4193 -10.1630 -4.8694
H 2.0110 -9.0123 -4.8978
C -4.9358 5.3985 2.9486
O -4.3950 4.0967 2.6377
C -3.1582 3.7410 3.2356
C -3.0608 2.2331 3.1037
N -3.9828 1.6969 4.1343
C -3.7572 0.2913 4.3730
C -4.6321 -0.1803 5.4957
O -5.9514 -0.4806 5.0035
C -6.6704 -1.3589 5.8128
H -6.0081 5.2914 2.7093
H -4.3930 6.2023 2.4131
H -4.7975 5.6267 4.0218
H -3.1032 4.0226 4.2783
H -2.3915 4.2660 2.6335
H -2.0329 1.9840 3.3620
H -3.2496 2.0303 2.0456
H -4.9618 1.9062 3.8549
H -2.7100 0.1497 4.7983
H -3.8209 -0.3515 3.5090
H -4.7760 0.6928 6.2081
H -4.1983 -1.0594 6.0186
H -7.7010 -1.2189 5.4990
H -6.5384 -1.0122 6.8826
H -6.4285 -2.4067 5.7684
C 1.3831 2.1203 -1.5561
O 0.3854 1.5519 -0.7650
C 0.5234 0.1319 -0.6299
C -0.4557 -0.4156 0.3303
N -1.8023 -0.5544 -0.2548
C -2.6702 -1.3460 0.6188
C -3.9853 -1.6586 0.0269
O -3.8884 -2.7363 -0.9721
C -5.0895 -3.3821 -1.2296
H 2.1645 2.5028 -0.8692
H 1.0403 3.0115 -2.1695
H 1.7231 1.3888 -2.3171
H 1.5814 -0.1681 -0.3271
H 0.3966 -0.3588 -1.6029
H -0.4793 0.2955 1.1820
H -0.1485 -1.4074 0.7442
H -2.2660 0.3379 -0.4103
H -2.7738 -0.8792 1.6237
H -2.2187 -2.3634 0.7168
H -4.5771 -0.8710 -0.4196
H -4.6222 -2.0162 0.8564
H -5.7384 -3.4425 -0.3379
H -4.8983 -4.3986 -1.5076
H -5.7103 -2.9013 -1.9930
C -6.5103 0.6649 1.1886
C -6.7862 2.0962 0.6505
C -7.9373 2.1334 -0.4022
O -7.4149 1.5216 -1.5833
C -8.4038 1.3850 -2.5944
N -7.1072 2.9822 1.8271
H -6.6801 -0.0390 0.3494
H -7.2788 0.3583 1.9433
H -5.5147 0.5273 1.6226
H -5.9073 2.5498 0.2047
H -8.1939 3.2025 -0.6316
H -8.9003 1.6252 -0.1623
H -9.3996 1.1129 -2.1410
H -8.0989 0.6154 -3.2384
H -8.6156 2.3495 -3.0628
H -7.7132 2.4962 2.5465
H -6.3178 3.3154 2.3372
C -2.9749 -2.0218 -4.7596
C -1.5430 -2.3450 -4.2983
C -0.6145 -1.2040 -4.4994
O -0.4320 -0.9519 -5.8552
C 0.4255 0.1539 -6.0925
N -1.5805 -2.5725 -2.8547
H -3.6454 -2.8998 -4.5399
H -2.9500 -1.7550 -5.8324
H -3.3150 -1.1045 -4.1676
H -1.1161 -3.2140 -4.8135
H 0.2913 -1.5197 -3.9565
H -1.0620 -0.2939 -4.0686
H 1.3762 -0.0137 -5.6379
H -0.0463 1.0896 -5.6744
H 0.4639 0.2783 -7.1683
H -1.8023 -1.7521 -2.2384
H -2.1242 -3.3880 -2.5657
C -0.5594 -6.8384 -0.7156
C -0.3535 -5.3652 -0.9525
C -0.2933 -4.6233 0.3885
O 0.8599 -5.0347 1.1277
C 0.7777 -5.0727 2.5267
N 0.7916 -5.1493 -1.8654
H -0.8529 -7.5182 -1.5088
H -1.2188 -7.0227 0.0528
H 0.4145 -7.2428 -0.5235
H -1.1773 -4.9171 -1.4393
H -1.2176 -4.7672 0.9458
H -0.2611 -3.5720 0.1804
H 1.8082 -4.9670 2.7992
H 0.3773 -6.0549 2.7722
H 0.1826 -4.2840 3.0103
H 0.7157 -4.2028 -2.2888
H 1.5744 -5.1521 -1.3204
C -4.1499 1.3478 -3.0165
C -2.7403 1.8508 -2.5556
C -2.1259 3.0361 -3.2922
O -2.8984 4.2401 -3.0988
C -2.1786 5.4114 -3.3053
N -2.7636 2.1807 -1.1181
H -4.1791 1.2488 -4.1082
H -4.9041 2.0332 -2.5029
H -4.3732 0.4108 -2.5249
H -1.9811 1.1172 -2.6783
H -1.9753 2.8182 -4.3928
H -1.0499 3.2383 -3.0241
H -1.2897 5.4628 -2.6926
H -2.8587 6.2177 -2.9720
H -1.9834 5.5966 -4.3835
H -3.3057 3.0101 -0.9097
H -1.8093 2.4425 -0.9236
C 4.2736 2.4504 -7.0841
C 3.6286 2.7061 -5.7705
C 4.4022 3.7453 -5.0072
O 3.8007 3.8906 -3.7311
C 4.5447 4.8140 -2.9476
N 2.2554 3.0648 -6.0285
H 4.1216 3.2679 -7.8325
H 3.8208 1.5529 -7.5026
H 5.2895 2.3344 -6.9645
H 3.6038 1.8243 -5.1466
H 4.4052 4.7458 -5.4493
H 5.4284 3.4577 -4.8596
H 5.4601 4.4233 -2.5583
H 3.9292 5.2348 -2.1370
H 4.7617 5.6991 -3.6358
H 1.6002 3.1736 -5.2781
H 2.2188 3.8415 -6.6305
C 6.8791 1.4443 -0.8781
C 6.2270 0.6114 0.2389
C 4.8816 1.2348 0.5424
O 4.1284 0.4979 1.4533
C 4.6573 0.7230 2.7625
N 6.2111 -0.7916 -0.0571
H 6.3579 1.2372 -1.8103
H 7.9495 1.2133 -1.1329
H 6.7791 2.5119 -0.6598
H 6.8833 0.6608 1.1306
H 4.3304 1.2783 -0.4339
H 5.0280 2.2933 0.8731
H 4.1154 0.0685 3.4954
H 4.4842 1.8113 2.9026
H 5.6986 0.4468 2.7469
H 6.0265 -1.3271 0.8058
H 5.5259 -1.0575 -0.7366
C 0.3404 7.8995 -3.8036
C 1.2185 7.0636 -4.7530
C 2.5476 7.7805 -5.0419
O 2.2926 9.0995 -5.4526
C 3.4801 9.5966 -6.0301
N 1.4494 5.7432 -4.1822
H 0.0216 8.8175 -4.2423
H 0.9445 8.1129 -2.8988
H -0.5886 7.4365 -3.5605
H 0.7522 6.9225 -5.7209
H 3.1132 7.2864 -5.7863
H 3.0610 7.8435 -4.0579
H 3.3710 10.6933 -6.2273
H 3.7573 9.1157 -6.9651
H 4.3293 9.5654 -5.3535
H 2.2287 5.2566 -4.6841
H 1.8627 5.7977 -3.2292
*
```

Atomic partial charges in e from the Mulliken method, atoms 1 to 99:
1. C -0.150
2. O -0.460
3. C 2.910
4. C -0.938
5. N -0.040
6. C -1.067
7. C -0.259
8. O -0.326
9. C -0.615
10. H 0.152
11. H -0.460
12. H 0.449
13. H -0.522
14. H -1.824
15. H -0.112
16. H 0.740
17. H 0.312
18. H 0.444
19. H 0.437
20. H 0.255
21. H 0.337
22. H 0.161
23. H 0.292
24. H 0.297
25. C -0.896
26. O -0.049
27. C -0.522
28. C -1.044
29. N -0.147
30. C -0.459
31. C -0.408
32. O 0.091
33. C 0.112
34. H 0.242
35. H 0.307
36. H 0.350
37. H 0.440
38. H 0.266
39. H 0.388
40. H 0.450
41. H 0.158
42. H 0.429
43. H 0.110
44. H 0.350
45. H 0.118
46. H 0.204
47. H -0.271
48. H -0.179
49. C -0.856
50. O -0.141
51. C -0.537
52. C -1.106
53. N 0.087
54. C -0.853
55. C -1.215
56. O 0.600
57. C -0.562
58. H 0.234
59. H 0.333
60. H 0.323
61. H 0.421
62. H 0.445
63. H 0.444
64. H 0.399
65. H -0.030
66. H 0.434
67. H 0.218
68. H 0.649
69. H 0.434
70. H -0.365
71. H 0.280
72. H 0.418
73. C -0.704
74. O 0.898
75. C -0.088
76. C -0.402
77. N -0.395
78. C -0.692
79. C -0.614
80. O -0.100
81. C -0.609
82. H -0.153
83. H 0.307
84. H 0.343
85. H -1.088
86. H 0.492
87. H 0.690
88. H -0.064
89. H 0.280
90. H 0.397
91. H 0.333
92. H 0.344
93. H 0.397
94. H -0.047
95. H 0.370
96. H 0.275
97. C 0.243
98. O -0.055
99. C -0.176



Record 2
Computed, not measured: a structure of composition C76H77AsN3O2RbSb2Si, with ωB97M-V with the def2-TZVPD basis set.

Properties
E_LUMO in eV: 3.5
Orbital gap in eV: 4.51
HOMO energy in eV: -1.0133

```
! RIJCOSX wB97M-V def2-TZVPD def2/J DEFGRID3
* xyz -2 1
Rb -0.0036 0.5389 0.7299
C -3.0686 2.7636 -0.1698
O -2.8049 1.7450 0.7888
C -2.9336 2.0642 2.1060
C -3.4357 3.2828 2.5495
C -3.5605 3.5389 3.9091
C -3.1862 2.5836 4.8391
C -2.6648 1.3756 4.3997
C -2.5165 1.1028 3.0461
N -1.9713 -0.1241 2.5516
N -1.2067 -0.6743 3.3938
C -0.5628 -1.8577 3.1024
C -0.5710 -2.5423 1.8374
O -1.1455 -2.1441 0.7930
C 0.1999 -3.7825 1.7712
C 0.9246 -4.2501 2.8021
C 0.9742 -3.5565 4.0578
C 1.7585 -4.0431 5.1162
C 1.8339 -3.3730 6.3127
C 1.1084 -2.1819 6.4627
C 0.3320 -1.6907 5.4416
C 0.2356 -2.3625 4.2005
H -4.1073 3.1029 -0.1048
H -2.9084 2.2991 -1.1409
H -2.3613 3.5887 -0.0592
H -3.7088 4.0468 1.8365
H -3.9464 4.4983 4.2309
H -3.2893 2.7770 5.8995
H -2.3529 0.6131 5.1007
H 0.1868 -4.2833 0.8101
H 1.5123 -5.1569 2.6941
H 2.3219 -4.9577 4.9611
H 2.4508 -3.7482 7.1199
H 1.1654 -1.6321 7.3956
H -0.2056 -0.7623 5.5658
C -3.2940 -2.6932 -1.5455
C -2.8317 -1.7885 -2.6856
C -1.6922 -0.8439 -2.3243
Sb -1.0341 0.4112 -3.9579
C -0.5634 -1.2239 -5.2687
C 0.0249 -2.3815 -4.7623
C 0.4192 -3.4108 -5.6065
C 0.2313 -3.2982 -6.9767
C -0.3437 -2.1475 -7.4972
C -0.7299 -1.1183 -6.6486
C -3.0267 0.7832 -4.6873
C -3.7811 -0.1054 -5.4521
C -5.0850 0.1991 -5.8184
C -5.6628 1.3943 -5.4122
C -4.9275 2.2865 -4.6475
C -3.6168 1.9850 -4.2990
Sb -4.0986 -1.6200 0.1514
C -5.5937 -0.5407 -1.0016
C -6.2498 -1.0518 -2.1216
C -7.2172 -0.3132 -2.7864
C -7.5539 0.9579 -2.3366
C -6.9149 1.4819 -1.2239
C -5.9407 0.7361 -0.5676
C -5.5408 -3.1706 0.6328
C -6.7750 -2.8165 1.1770
C -7.7042 -3.7812 1.5390
C -7.4112 -5.1289 1.3723
C -6.1843 -5.4988 0.8426
C -5.2603 -4.5259 0.4772
H -2.4592 -3.2760 -1.1501
H -4.0668 -3.3816 -1.8988
H -3.6806 -1.2000 -3.0429
H -2.5219 -2.4130 -3.5325
H -0.8274 -1.3817 -1.9252
H -1.9891 -0.1474 -1.5362
H 0.1829 -2.4897 -3.6945
H 0.8768 -4.3002 -5.1905
H 0.5377 -4.1009 -7.6365
H -0.4875 -2.0476 -8.5668
H -1.1737 -0.2234 -7.0732
H -3.3552 -1.0561 -5.7526
H -5.6580 -0.5083 -6.4071
H -6.6871 1.6235 -5.6813
H -5.3728 3.2168 -4.3159
H -3.0505 2.7005 -3.7097
H -6.0023 -2.0447 -2.4847
H -7.7053 -0.7257 -3.6623
H -8.3065 1.5381 -2.8580
H -7.1667 2.4746 -0.8677
H -5.4386 1.1618 0.2956
H -7.0248 -1.7682 1.3095
H -8.6599 -3.4805 1.9530
H -8.1343 -5.8843 1.6563
H -5.9416 -6.5475 0.7137
H -4.3054 -4.8384 0.0673
C 6.0155 3.9194 3.7492
C 5.4219 2.6179 3.2857
C 6.1547 1.7190 2.5286
C 5.5954 0.5537 2.0097
C 6.5660 -0.4074 1.3650
C 4.2278 0.2845 2.2098
As 3.0375 -1.0197 1.2251
N 2.4490 -0.0580 -0.1691
C 3.0670 0.6495 -1.1535
C 2.2312 1.2678 -2.1179
C 2.7305 1.9546 -3.2026
C 4.1065 2.1004 -3.3823
C 4.9493 1.5324 -2.4375
C 4.4513 0.8248 -1.3526
C 4.2580 -2.5036 0.6907
C 4.3553 -3.0121 -0.6109
C 3.6720 -2.3880 -1.8006
C 5.1027 -4.1713 -0.8378
C 5.7229 -4.8678 0.1841
C 6.5233 -6.1141 -0.0854
C 5.5527 -4.3971 1.4808
C 4.8231 -3.2461 1.7478
C 4.6259 -2.8455 3.1869
C 3.5152 1.1316 3.0831
C 2.1205 0.8449 3.6060
C 4.1147 2.2815 3.5875
H 7.1062 3.8887 3.7263
H 5.6995 4.1620 4.7657
H 5.6898 4.7371 3.1013
H 7.2025 1.9265 2.3275
H 7.4077 0.1394 0.9347
H 6.1286 -1.0287 0.5949
H 6.9663 -1.0916 2.1204
H 1.1579 1.1947 -1.9824
H 2.0356 2.4051 -3.9038
H 4.5039 2.6515 -4.2260
H 6.0253 1.6393 -2.5422
H 5.1361 0.3958 -0.6438
H 2.6628 -2.0571 -1.5569
H 3.6283 -3.1099 -2.6187
H 4.2027 -1.5024 -2.1549
H 5.1823 -4.5426 -1.8561
H 6.5480 -6.3405 -1.1522
H 6.1000 -6.9791 0.4315
H 7.5551 -6.0046 0.2578
H 5.9873 -4.9469 2.3120
H 5.0570 -3.5946 3.8533
H 3.5622 -2.7508 3.4244
H 5.0798 -1.8797 3.4133
H 1.6983 -0.0788 3.2185
H 1.4330 1.6716 3.4030
H 2.1742 0.7282 4.6911
H 3.5245 2.9379 4.2215
C 2.4976 3.7702 0.4596
Si 0.6273 4.1407 0.2086
C 0.1153 4.5236 2.0522
C 0.6982 5.9777 -0.3988
C -0.4610 6.7680 -0.3806
C -0.4797 8.0815 -0.8232
C 0.6786 8.6630 -1.3296
C 1.8411 7.9067 -1.3724
C 1.8465 6.5947 -0.9096
H 2.9987 4.5045 1.1060
H 3.0255 3.7326 -0.4996
H 2.6438 2.7820 0.9102
H 0.8765 5.1134 2.5804
H -0.0608 3.6092 2.6331
H -0.8232 5.0889 2.0813
H -1.3852 6.3301 -0.0082
H -1.4009 8.6549 -0.7822
H 0.6713 9.6869 -1.6872
H 2.7545 8.3417 -1.7665
H 2.7745 6.0334 -0.9485
*
```

Atomic partial charges in e from the Mulliken method, atoms 1 to 99:
1. Rb 0.174
2. C -0.637
3. O 1.475
4. C 1.094
5. C -0.801
6. C -0.855
7. C -0.840
8. C -0.423
9. C -0.184
10. N -0.015
11. N 0.299
12. C -0.181
13. C -0.248
14. O 0.132
15. C -0.926
16. C -0.897
17. C 0.796
18. C -0.501
19. C -0.631
20. C -0.829
21. C -0.359
22. C 0.972
23. H 0.411
24. H -0.322
25. H -0.106
26. H 0.383
27. H 0.399
28. H 0.379
29. H 0.437
30. H 0.484
31. H 0.236
32. H 0.352
33. H 0.374
34. H 0.390
35. H 0.243
36. C -2.002
37. C 0.833
38. C 0.312
39. Sb 0.866
40. C 0.038
41. C -0.339
42. C -0.651
43. C -0.419
44. C -0.526
45. C -0.430
46. C -0.121
47. C -0.087
48. C -0.555
49. C -0.406
50. C -0.675
51. C -0.405
52. Sb 0.655
53. C -0.063
54. C -0.447
55. C -0.400
56. C -0.523
57. C -0.383
58. C -0.372
59. C 0.224
60. C -0.501
61. C -0.565
62. C -0.353
63. C -0.591
64. C -0.318
65. H 0.535
66. H 0.832
67. H -0.659
68. H 0.460
69. H 0.019
70. H -0.592
71. H 0.378
72. H 0.413
73. H 0.347
74. H 0.362
75. H 0.432
76. H 0.328
77. H 0.393
78. H 0.384
79. H 0.391
80. H 0.467
81. H 0.203
82. H 0.411
83. H 0.365
84. H 0.415
85. H 0.383
86. H 0.271
87. H 0.366
88. H 0.348
89. H 0.376
90. H 0.288
91. C -1.775
92. C 0.741
93. C -0.921
94. C 1.350
95. C -1.969
96. C 0.844
97. As 0.147
98. N 1.091
99. C 0.258